21
Properties=species:S:1:pos:R:3:forces:R:3 method="wB97M-V/def2-TZVPD" largest_force_ev_per_a=3.65 e_homo_ev="-6.599 / -6.571"
C -0.519676 -0.555847 -2.305389 1.575 -0.749 1.044
C 0.637645 -0.198827 -2.932719 -0.142 0.029 0.447
C 0.968855 -0.352322 -0.767717 -0.208 1.175 1.742
C -1.900936 1.450617 0.141991 1.455 1.734 2.098
C 0.034951 -0.829405 2.070697 -2.953 -0.125 0.769
C 1.639970 -0.156927 0.472912 2.685 1.097 -0.330
C -1.064472 2.215713 0.865193 1.348 -0.641 -3.334
N -0.288335 -0.698181 -0.916060 -0.113 -0.057 -1.657
N 1.541408 0.114713 -1.924044 -0.335 -1.355 -0.890
N 1.110131 -0.170526 1.705733 2.295 -1.523 0.683
F -1.017010 2.519935 2.099143 -1.103 0.082 2.465
F 0.117427 2.766793 0.381172 -1.564 -0.704 -0.463
H -1.408200 -0.940268 -2.713588 -0.915 -0.156 -0.555
H 1.049876 -0.415354 -3.900710 -0.495 0.584 -0.482
H -2.698370 0.936302 0.623677 -0.483 -0.071 0.265
H -1.645210 1.230294 -0.853012 0.130 0.039 -0.898
H -0.432886 -0.550062 3.036564 0.776 -0.419 -0.506
H -0.646979 -1.347227 1.338074 1.286 0.952 0.624
H 2.713597 0.193587 0.393939 -1.543 -0.383 0.338
H 2.519745 0.120970 -2.140837 0.256 0.148 0.374
H 1.850594 -0.025297 2.487749 -1.952 0.343 -1.733

=====

5
Properties=species:S:1:pos:R:3:forces:R:3 method="wB97M-V/def2-TZVPD" largest_force_ev_per_a=1.57 e_homo_ev=-9.834 smiles="O=P.Cl"
O -2.869543 1.434163 0.824455 -0.684 0.106 1.367
P -2.290565 0.720595 -0.309830 0.598 0.765 -1.235
H -1.913446 1.928444 -1.118002 0.094 -0.879 -0.125
Cl 2.938289 0.717692 0.012313 -0.216 0.270 -0.300
H 2.393905 1.515610 -0.847720 0.208 -0.262 0.294

=====

242
Properties=species:S:1:pos:R:3:forces:R:3 method="wB97M-V/def2-TZVPD" largest_force_ev_per_a=3.60 e_homo_ev=-9.575
C -6.875050 -0.258743 -0.206811 -0.145 0.987 0.828
C -7.784931 -0.850980 0.656022 0.088 -0.887 0.720
C -8.322955 -2.105646 0.346783 -1.339 -0.629 0.177
C -8.042916 -2.708927 -0.873921 0.436 1.379 0.427
C -7.163141 -2.072988 -1.773398 -0.929 -0.348 1.169
C -6.581581 -0.854220 -1.417143 -0.216 0.245 -1.433
N -8.767799 -3.954555 -1.234672 0.991 -0.409 -0.620
O -8.484771 -4.400370 -2.358204 -0.979 0.247 1.541
O -9.504024 -4.473973 -0.403287 0.647 0.494 -1.167
H -6.457778 0.734226 0.089680 -0.288 -0.943 -0.527
H -8.038365 -0.388003 1.616425 0.083 -0.126 -0.465
H -9.093380 -2.646107 0.954489 0.952 0.857 -0.255
H -7.050306 -2.583516 -2.694865 0.432 0.103 -0.950
H -6.076079 -0.245862 -2.187512 0.229 -0.719 0.530
C 7.076456 3.024279 -3.217064 0.004 -0.062 -0.794
C 7.551837 2.244701 -2.179459 0.125 -0.424 -0.424
C 6.751444 2.152723 -1.085839 -0.751 0.177 2.842
C 5.554773 2.879057 -0.979118 0.871 -0.100 0.157
C 5.083578 3.632194 -2.035262 -1.482 0.650 0.179
C 5.835057 3.671033 -3.168761 1.468 -0.894 -0.981
N 4.909331 2.921798 0.347334 1.562 -2.436 1.136
O 5.321246 2.095261 1.202561 -0.766 1.333 -1.411
O 4.055384 3.723081 0.564481 -0.927 0.954 -0.113
H 7.654008 3.074784 -4.123087 0.108 0.122 -0.290
H 8.456950 1.620678 -2.182744 -0.248 0.682 -0.330
H 7.085549 1.640552 -0.162468 -0.248 0.036 -0.796
H 4.142170 4.197587 -2.099643 0.302 -0.494 0.790
H 5.456805 4.089182 -4.088903 -0.036 0.435 0.099
C 0.429655 -5.652469 -3.715106 2.634 1.416 0.718
C 0.468598 -5.177265 -2.398286 0.599 -0.675 -0.661
C 1.680043 -4.769253 -1.816038 -0.729 0.773 0.880
C 2.858443 -4.850199 -2.547978 -0.499 0.393 0.686
C 2.879830 -5.243756 -3.837084 1.380 -0.888 -0.952
C 1.686926 -5.636643 -4.369388 -1.476 -0.992 -1.885
N 4.107842 -4.390635 -1.990463 0.156 0.786 0.711
O 3.991032 -3.793216 -0.938777 0.570 0.310 0.659
O 5.162083 -4.545013 -2.575141 -0.295 -0.241 -0.056
H -0.513806 -5.796064 -4.203052 -0.108 -0.526 -0.244
H -0.466347 -5.227422 -1.893533 -0.395 0.591 0.827
H 1.679994 -4.245894 -0.829880 0.011 -0.914 -0.820
H 3.874243 -5.318288 -4.362361 -1.472 0.157 0.424
H 1.776952 -5.991182 -5.387680 -0.437 0.000 -0.230
C -1.828230 -3.085722 -5.142829 0.323 0.489 1.858
C -0.950886 -2.508826 -4.168735 -1.264 -1.073 -1.293
C 0.332300 -2.219871 -4.519168 0.648 0.338 1.486
C 0.677984 -2.428030 -5.829508 0.512 1.334 -0.095
C -0.152968 -2.864543 -6.829582 1.431 -0.198 -0.348
C -1.400747 -3.261797 -6.447816 -1.158 -0.548 0.555
N 1.997223 -1.947265 -6.183193 0.612 -1.408 -0.646
O 2.797641 -1.801082 -5.296594 0.711 0.513 0.832
O 2.282941 -1.851043 -7.358154 -0.071 0.459 -0.718
H -2.822702 -3.403010 -4.770705 0.691 0.243 -0.583
H -1.244297 -2.356242 -3.161446 -0.516 -0.033 0.691
H 1.058557 -1.863952 -3.735351 -0.869 -0.334 -1.271
H 0.311256 -2.966180 -7.813692 -0.620 0.000 0.193
H -2.048419 -3.783316 -7.115673 -0.367 -0.042 -0.592
C 3.394568 -0.071355 3.502500 0.397 1.196 0.550
C 2.163833 0.179319 4.088668 -0.334 -1.561 0.889
C 1.066898 -0.656262 3.787360 1.000 0.777 -1.007
C 1.204783 -1.534551 2.713144 -0.781 -1.053 0.660
C 2.361705 -1.655289 2.002023 0.638 -1.147 -0.218
C 3.441261 -0.908166 2.419733 0.683 -0.078 -0.752
N 0.145907 -2.586489 2.385306 2.152 1.312 -1.670
O 0.439294 -3.411865 1.518147 -0.686 0.371 1.188
O -0.924654 -2.422883 2.882405 -1.345 -0.463 0.651
H 4.326442 0.400531 3.907918 -1.046 -0.304 -0.684
H 2.121686 0.803899 4.969498 -0.238 0.173 -0.100
H 0.176872 -0.550839 4.350428 -0.875 -0.074 0.378
H 2.476962 -2.514173 1.306567 -0.102 1.098 0.257
H 4.353723 -0.972077 1.873778 0.672 -0.323 -0.215
C -0.652542 2.610128 -7.265041 -0.163 0.026 -0.422
C -0.652979 1.245718 -7.215766 -1.275 -0.794 1.909
C -1.415141 0.588881 -6.226922 0.007 0.171 -1.577
C -2.205043 1.346996 -5.396400 0.617 -0.956 0.375
C -2.114519 2.708964 -5.368020 -0.512 1.894 0.746
C -1.397821 3.349889 -6.365691 0.227 1.002 0.077
N -3.067722 0.647924 -4.449797 -0.821 0.655 2.043
O -3.650934 1.293279 -3.583921 0.273 0.839 -0.584
O -3.190557 -0.545197 -4.473648 0.424 -1.235 -1.100
H -0.087578 3.045887 -8.059227 0.177 0.648 -0.273
H -0.162011 0.648312 -7.924835 0.861 -0.574 -0.798
H -1.492422 -0.483894 -6.254567 -0.024 -0.195 0.260
H -2.565215 3.304654 -4.544505 -0.016 -0.651 -0.906
H -1.407172 4.452085 -6.469536 0.060 -0.793 0.395
C 2.680727 1.416456 -6.302289 -0.647 -0.227 0.389
C 2.734650 2.662657 -6.916063 -0.176 -1.011 0.040
C 2.407346 3.731914 -6.182536 -0.278 3.370 1.245
C 1.994018 3.614677 -4.857810 -0.164 0.840 0.210
C 1.780627 2.419684 -4.229593 0.125 -0.472 -1.095
C 2.135735 1.302402 -5.005567 0.097 -0.759 0.419
N 1.740919 4.872418 -4.099656 0.662 -0.341 0.597
O 1.723596 4.834373 -2.873612 -0.200 -0.473 -0.544
O 1.666969 5.894128 -4.730399 -0.318 0.654 -0.486
H 2.980368 0.570111 -6.903895 -0.124 -0.374 0.340
H 2.884162 2.866296 -7.950273 0.689 -0.525 -0.684
H 2.495835 4.766380 -6.581657 -0.209 -0.940 0.244
H 1.278233 2.367812 -3.271943 0.232 -0.188 0.012
H 1.949818 0.331315 -4.510171 0.392 0.542 -0.680
C -4.256484 3.028275 -1.006592 0.390 0.001 -0.505
C -3.170093 3.682827 -1.691321 -0.577 -1.076 0.731
C -3.098072 5.050440 -1.682531 -1.931 0.333 0.579
C -4.214935 5.803408 -1.184339 2.717 -1.635 -0.787
C -5.280396 5.171252 -0.624190 -0.551 0.358 0.760
C -5.271281 3.780178 -0.469943 -0.871 0.217 0.462
N -4.182900 7.250782 -1.220932 -2.038 -0.032 0.307
O -3.150140 7.865346 -1.306636 0.082 -0.049 -0.119
O -5.321816 7.721888 -1.129588 1.129 0.885 -0.185
H -4.410775 1.949954 -0.853718 0.869 0.380 -0.546
H -2.349930 3.156718 -2.190918 -0.426 -0.253 0.533
H -2.225131 5.485802 -2.081112 0.652 0.878 -0.423
H -6.044693 5.839790 -0.233127 -0.115 -0.567 -0.034
H -6.098499 3.289608 0.100191 0.785 0.500 -0.645
C -4.192249 -2.134290 2.167940 1.016 -0.891 0.900
C -4.502416 -3.049880 1.035930 -0.626 -2.161 0.885
O -3.265948 -3.780923 0.737318 -0.756 0.196 -0.308
P -3.249460 -4.782787 -0.513281 1.329 1.392 -0.356
O -2.793001 -4.171258 -1.793348 -0.296 -0.511 1.096
O -4.706622 -5.384216 -0.565705 0.028 -0.031 -0.955
C -5.450634 -5.110290 -1.821531 -0.804 0.273 0.858
C -6.109437 -6.380760 -2.266526 -0.006 -0.754 -0.455
O -2.235785 -5.857665 0.019861 -0.269 -0.652 -0.069
C -2.603440 -6.899693 1.002432 0.100 0.451 -1.768
C -2.966175 -6.285744 2.290868 -0.234 0.138 1.671
H -5.021429 -1.566387 2.582569 -0.205 -0.208 -0.158
H -3.777744 -2.844493 2.948879 -0.433 1.195 -0.568
H -3.406868 -1.454853 1.880563 0.319 0.314 0.129
H -5.222613 -3.828664 1.480077 0.583 1.040 -1.214
H -4.849920 -2.621279 0.109517 -0.446 0.331 -0.139
H -6.136769 -4.308010 -1.561876 -0.289 -0.377 0.183
H -4.832651 -4.642677 -2.560958 0.818 -0.275 -0.327
H -6.847468 -6.738143 -1.520987 0.420 0.142 -0.486
H -6.603784 -6.276750 -3.258653 0.195 0.166 0.782
H -5.315649 -7.143756 -2.410212 -0.492 0.265 0.207
H -3.401718 -7.471814 0.519327 -0.097 0.037 0.390
H -1.724332 -7.518848 1.005262 0.336 -0.249 0.339
H -3.325800 -7.010480 3.022841 0.058 -0.332 -0.177
H -2.158777 -5.747558 2.792798 0.207 -0.057 -0.384
H -3.766100 -5.573646 2.185910 -0.385 0.206 -0.174
C -3.923290 1.447923 2.461259 -2.207 -1.971 0.963
C -2.853690 0.790564 3.245754 1.423 -1.055 -0.068
O -3.443072 -0.031811 4.289260 0.577 -0.246 -0.474
P -3.017623 0.080573 5.822476 0.346 -0.262 0.093
O -1.781134 0.809934 6.182939 -0.935 -0.223 -0.494
O -4.339524 0.644962 6.506376 -0.145 -0.370 0.637
C -5.677588 0.185111 6.078327 1.274 -1.300 0.170
C -6.294773 1.304079 5.335676 -0.107 0.409 -0.390
O -2.966890 -1.444122 6.271309 -0.713 -0.090 -0.119
C -2.555021 -2.627454 5.550811 0.666 0.327 -0.242
C -1.244788 -3.098184 6.118324 1.130 -0.125 1.126
H -4.659182 0.653610 2.064376 0.742 1.292 0.774
H -4.362283 2.187227 3.157422 -0.186 -0.392 -0.728
H -3.560229 1.923025 1.620300 1.009 1.219 -1.745
H -1.986225 0.297978 2.704519 -1.537 -0.420 0.235
H -2.322688 1.523552 3.751426 0.854 1.763 0.997
H -5.447707 -0.705355 5.475265 -0.670 0.143 0.027
H -6.332005 -0.125365 6.929529 1.055 0.329 -0.231
H -5.725658 1.509053 4.393565 -0.858 -0.079 0.869
H -7.360448 1.051023 5.194756 0.392 0.393 -0.328
H -6.202433 2.149744 6.030096 -0.294 0.173 -0.547
H -3.339100 -3.388106 5.673247 0.127 0.361 -0.108
H -2.332259 -2.445748 4.498768 -0.787 0.405 0.088
H -0.774502 -3.861242 5.456283 -0.535 0.215 0.573
H -0.481020 -2.255476 6.154278 -1.102 -0.872 0.127
H -1.430530 -3.500741 7.161184 0.644 0.379 -1.147
C 1.359157 2.483509 1.695489 1.505 0.982 -0.941
C 0.889531 2.189652 0.270656 0.714 0.736 0.393
O 0.757534 0.744994 0.154973 0.017 -0.165 -1.208
P 0.276129 0.317223 -1.323301 -1.795 -0.655 0.636
O -0.530776 1.324952 -2.021045 -0.119 0.223 0.082
O 1.491965 -0.081309 -2.173957 1.789 -0.640 -0.120
C 2.489227 -0.917054 -1.502625 0.664 -0.652 -1.767
C 3.813014 -0.178906 -1.424693 0.147 -0.698 -1.128
O -0.408307 -1.118656 -1.096194 0.247 1.122 0.550
C -1.518559 -1.111494 -0.111356 0.595 -0.800 -1.255
C -2.766236 -0.710792 -0.853630 0.400 0.913 0.352
H 0.651798 2.041526 2.335244 -0.688 -0.743 1.170
H 2.405581 2.123328 1.880738 -1.090 0.011 -0.162
H 1.395835 3.569796 1.939864 -0.187 -0.606 -0.535
H -0.108776 2.575744 0.072236 0.155 0.406 0.015
H 1.608020 2.587010 -0.490821 -0.579 -0.360 0.495
H 2.130174 -1.250249 -0.553794 -0.225 0.322 0.851
H 2.564929 -1.890387 -2.053196 0.033 1.006 -0.063
H 3.708288 0.753928 -0.901691 0.070 0.220 0.590
H 4.483965 -0.889036 -0.967936 0.451 0.091 0.780
H 4.336802 0.044764 -2.385570 -0.968 -0.183 0.285
H -1.549291 -2.168398 0.169445 -0.103 0.447 0.549
H -1.200725 -0.429817 0.658353 -0.204 0.006 0.692
H -2.526337 0.134112 -1.522637 -0.546 0.095 0.723
H -2.982017 -1.498477 -1.509863 -0.590 -1.352 -0.981
H -3.623408 -0.581882 -0.179076 0.217 0.388 -0.244
C 13.138408 -2.006177 1.154686 0.411 -0.325 0.845
C 11.980367 -2.081300 0.155390 1.101 -0.277 -0.101
O 10.759131 -1.686968 0.710845 -1.072 0.206 1.471
P 10.026438 -0.335350 0.347519 -0.948 -0.569 -1.685
O 8.813809 -0.075582 1.129170 0.487 -0.164 0.185
O 11.135753 0.798550 0.287742 -0.358 -0.216 0.783
C 11.234972 1.347834 1.626943 0.452 1.351 0.888
C 10.394897 2.665093 1.746379 -0.226 -1.244 -0.749
O 9.779316 -0.479553 -1.211868 -0.396 -0.069 -0.334
C 9.104878 -1.599313 -1.858225 0.457 -0.721 0.095
C 7.556782 -1.524328 -1.916881 1.010 0.195 0.175
H 13.902828 -2.756361 0.875419 -0.318 0.377 0.131
H 13.682906 -1.037004 1.317863 -0.874 -0.619 -0.640
H 12.752372 -2.288666 2.152032 0.188 -0.053 -0.417
H 12.183486 -1.447085 -0.675608 0.317 0.390 -0.939
H 11.832075 -3.105334 -0.222926 0.208 0.283 0.282
H 10.889265 0.594518 2.384339 0.214 0.734 -0.601
H 12.311423 1.536577 1.830188 -0.636 -0.118 -0.292
H 10.498821 3.022576 2.766904 -0.318 0.054 0.129
H 10.711204 3.478874 1.067306 0.123 -0.632 0.200
H 9.338184 2.382211 1.482540 0.918 0.481 0.581
H 9.585863 -1.595714 -2.849294 -0.603 0.088 0.158
H 9.431413 -2.564549 -1.405427 -0.189 0.700 0.036
H 7.307636 -0.452661 -2.030875 -0.281 -0.693 -0.162
H 7.273779 -2.133650 -2.799812 -0.213 0.495 0.559
H 7.076845 -1.928470 -0.997577 0.380 0.316 -0.663
C 0.991879 3.152078 6.300211 0.454 1.241 0.911
C -0.137463 3.540818 5.365591 0.046 -1.067 -0.047
O -1.213653 4.192358 6.033951 -0.135 0.158 1.204
P -2.714931 4.344321 5.647344 -0.904 0.534 -1.664
O -3.361613 3.228690 4.905668 0.602 0.728 0.436
O -2.675445 5.762342 4.852844 0.264 -0.966 0.628
C -3.854155 6.470714 4.473896 -0.881 1.183 0.518
C -4.432580 5.958535 3.172962 0.634 0.285 0.987
O -3.499253 4.757880 6.944144 0.113 -0.084 0.069
C -4.229917 3.781054 7.744134 0.646 0.269 -0.481
C -3.521213 3.659187 9.068052 0.010 1.479 0.335
H 1.248043 4.100687 6.887436 -0.065 -1.521 -0.443
H 0.725349 2.297819 6.963981 0.102 0.777 -0.372
H 1.884732 2.868555 5.690566 -0.711 0.294 0.430
H 0.224514 4.256712 4.647363 0.126 -0.064 -0.658
H -0.504826 2.594397 4.971768 -0.235 0.253 -0.657
H -4.640718 6.396260 5.270211 0.843 0.205 -0.359
H -3.552955 7.569539 4.355250 -0.323 -1.575 0.300
H -3.607453 5.816971 2.551454 1.452 -0.178 -1.420
H -4.866066 4.989286 3.265246 -0.803 -0.539 0.202
H -5.034483 6.711065 2.721719 -0.922 0.351 -0.297
H -5.206747 4.191947 7.872777 -0.716 0.422 0.023
H -4.320297 2.864138 7.159982 0.164 -0.049 0.290
H -2.778375 2.892252 8.999268 0.552 -0.429 0.254
H -3.011576 4.667868 9.289772 -0.845 -1.578 -0.156
H -4.262851 3.433005 9.847706 0.442 -0.021 -0.060

=====

Quick rundown of energy above the lowest of the compared OMol25 structures with the same formula, charge and spin, same order as above: 1.329; 1.660; 0.392 eV